ORCA calculation (ωB97M-V/def2-TZVPD) on F6N6O21S6Zr as an isolated structure at a distorted geometry.

Geometry as XYZ:
```
40
Properties=species:S:1:pos:R:3:forces:R:3
Zr 15.830600 -0.834991 2.194959 -5.1 6.1 -2.3
N 16.553197 -1.065757 4.116870 2.0 0.8 5.0
S 17.208959 -2.261084 5.034457 1.2 -6.0 -1.0
O 16.506383 -2.742848 6.191718 0.5 2.1 -0.3
O 18.640945 -2.260154 4.987796 -0.8 0.9 0.4
F 16.876047 -3.479024 4.071182 -0.3 0.6 -0.3
S 16.724625 0.117500 5.443493 -1.0 3.7 -0.4
O 18.058307 0.405401 5.884642 -0.7 -1.3 -0.6
O 15.676870 0.000492 6.394517 0.4 -0.5 -0.6
F 16.389740 1.362278 4.564703 -0.1 -0.6 0.1
N 17.266207 -1.446248 0.792522 4.6 -3.1 -1.4
S 18.462185 -2.726367 0.696938 -0.3 -4.6 3.6
O 19.749729 -2.432580 1.246137 -0.8 0.7 -1.0
O 18.303326 -3.619383 -0.416439 0.2 1.7 0.6
F 17.811862 -3.559483 1.884302 0.0 0.6 -0.6
S 17.905622 -0.793154 -0.533108 -3.0 6.9 -4.7
O 17.513178 -1.337122 -1.804733 1.0 -0.9 1.5
O 19.170823 -0.121232 -0.411537 -0.4 -1.7 0.6
F 16.887724 0.423135 -0.465311 0.4 -0.1 0.1
N 14.761980 -2.581730 2.327308 -3.9 -4.4 1.5
S 13.494477 -3.107559 3.488546 0.0 3.2 3.9
O 13.722105 -4.384817 4.071907 0.3 -0.2 -1.1
O 12.176375 -2.664587 3.216138 0.8 -0.1 -0.7
F 14.039501 -2.131336 4.617109 -0.4 -0.6 -0.6
S 14.502904 -3.936667 1.451145 3.5 -1.7 -6.0
O 13.192801 -4.199222 0.956401 -0.4 0.5 1.6
O 15.365481 -5.026298 1.771735 -0.6 0.4 1.1
F 15.208980 -3.441627 0.087279 -0.2 0.5 0.9
N 13.060370 0.807972 3.554789 -1.7 1.6 1.1
O 12.551560 0.522351 4.652156 0.7 -0.2 -0.9
O 12.637969 1.755031 2.886408 1.0 -1.2 0.1
O 14.071270 0.121268 3.167145 1.4 -1.1 -0.4
N 16.366168 2.596851 1.602249 0.1 1.0 -0.2
O 16.036683 1.375013 1.889146 0.6 -1.8 0.3
O 16.548446 3.371314 2.532188 0.0 -0.4 0.1
O 16.445668 2.936408 0.433859 -0.1 -0.4 0.2
N 13.315192 -0.693715 -0.179434 -1.8 -0.3 -0.4
O 13.347834 -1.329465 -1.230754 0.5 0.3 0.4
O 14.401073 -0.554592 0.495554 1.7 -0.1 0.7
O 12.276173 -0.194901 0.258309 1.0 -0.2 0.0
```
Positions in Å, forces in eV/Å.

Properties
* total charge: -2
* energy relative to the best compared isomer or geometry (same formula, charge and spin): 55.7 kJ/mol
* HOMO: -4.58 eV
* orbital gap: 0.2760 Ha